Record 1
The following is a DFT calculation (ωB97M-V/def2-TZVPD) of the molecule C3H2N4O at a distorted geometry.

Each line ends with the Mulliken charge.
CARTESIAN COORDINATES (ANGSTROEM)
C (-1.1133, 0.0111, 0.0008)  0.43
C (-0.4403, 1.2645, -0.4166)  0.02
C (1.3976, -0.6707, 0.4308)  0.08
H (-0.9375, 1.9342, -1.1013)  0.38
H (2.1345, -1.2740, 0.9481)  0.40
N (0.8204, 1.4221, -0.3245)  -0.26
N (1.4946, 0.5962, 0.5190)  -0.27
N (0.5879, -1.4568, -0.4294)  -0.21
N (-0.6140, -1.1624, -0.6120)  -0.10
O (-2.0354, -0.0103, 0.7489)  -0.46

Atomic forces in eV per Å
-0.24 0.61 1.14
0.85 -0.14 -1.77
0.08 -0.32 -0.16
-0.39 0.22 0.11
-0.16 0.04 0.29
-0.60 0.31 0.70
0.71 -0.16 -0.13
-0.51 -0.09 -0.15
1.12 -0.18 -0.52
-0.86 -0.29 0.48

- Kohn-Sham gap (eV) = 8.7
- energy above the lowest of the compared OMol25 structures with the same formula, charge and spin (kcal per mole) = 50.7
- LUMO level (eV) = -1.36
- HOMO (eV) = -10.047
- multiplicity = 1

Record 2
The following is a DFT calculation (ωB97M-V/def2-TZVPD) of a cluster of 2 separate species, CH5N2O in total at a distorted geometry.

Each line ends with the Mulliken charge.
CARTESIAN COORDINATES (ANGSTROEM)
C (-0.7969, 0.5502, 0.0918)  0.31
N (0.6310, 0.4847, 0.0354)  -0.24
N (-1.3859, -0.5995, -0.0053)  -0.25
O (2.3369, -0.2835, -0.0207)  -0.29
H (-1.2280, 1.5840, 0.1987)  0.34
H (1.2320, 1.2708, 0.3065)  0.32
H (-0.8682, -1.3785, 0.2422)  0.23
H (-2.3301, -0.7796, -0.1080)  0.23
H (2.4092, -0.8485, -0.7406)  0.35

Atomic forces in eV per Å
5.33 -1.25 -0.13
-0.08 2.25 0.16
-0.05 1.64 0.13
-3.19 2.41 3.25
0.38 -1.21 -0.34
-1.10 -0.07 -0.12
1.38 -1.89 0.17
-2.36 0.23 -0.18
-0.31 -2.11 -2.93

- Kohn-Sham gap (alpha / beta) (eV) = 8.3 / 8.9
- energy above the lowest of the compared OMol25 structures with the same formula, charge and spin (kcal per mole) = 126.2
- LUMO level (alpha / beta) (eV) = -7.70 / -7.26
- HOMO (alpha / beta) (eV) = -16.002 / -16.181
- total charge = +1
- multiplicity = 1